Molecular formula: C65H145N7O
Method: DFT, ωB97M-V/def2-TZVPD

Each line ends with the Löwdin charge.
Cartesian coordinates (Å):
C: -1.208 -1.339 -0.295  -0.2104
C: -0.549 -0.070 -0.187  -0.3673
O: -0.224 0.700 -1.316  -0.4041
H: -0.561 -2.152 -0.623  0.0530
H: -2.121 -1.386 -0.889  0.0571
H: -1.657 -1.703 0.630  0.0695
H: 0.114 -0.151 0.675  0.0857
H: -1.354 0.487 0.293  0.0931
C: 6.001 3.249 3.681  -0.0605
C: 5.251 2.106 3.110  -0.2657
C: 5.166 2.098 1.574  -0.0668
N: 4.094 1.054 1.009  -0.1842
C: 4.373 0.865 -0.491  -0.0090
C: 3.315 0.098 -1.368  -0.2340
C: 1.937 0.796 -1.137  -0.1701
C: 1.597 0.902 0.349  -0.1790
C: 2.671 1.675 1.148  -0.0265
C: 4.148 -0.256 1.861  0.0485
H: 5.626 3.510 4.670  0.1003
H: 5.824 4.096 3.019  0.0757
H: 7.059 2.988 3.671  0.1071
H: 4.249 1.974 3.519  0.0966
H: 5.760 1.180 3.377  0.1147
H: 6.120 1.654 1.290  0.1411
H: 5.000 3.057 1.084  0.1238
H: 4.655 1.836 -0.899  0.1343
H: 5.378 0.445 -0.537  0.1418
H: 3.527 0.347 -2.408  -0.0775
H: 3.239 -0.940 -1.044  0.0833
H: 1.957 1.830 -1.482  0.0981
H: 1.132 0.267 -1.646  0.0601
H: 0.569 1.264 0.356  0.0507
H: 1.614 -0.145 0.652  0.0692
H: 2.716 2.650 0.661  0.1154
H: 2.475 1.707 2.219  0.1101
H: 5.186 -0.589 1.833  0.1258
H: 3.521 -1.064 1.485  0.0333
H: 3.773 -0.006 2.854  0.1124
C: 0.754 5.322 6.514  -0.0710
C: 0.053 4.255 5.613  -0.1977
C: 0.103 4.797 4.152  -0.0994
N: -0.697 4.053 2.999  -0.1903
C: -0.617 4.776 1.645  -0.0246
C: -1.228 3.952 0.519  -0.1270
C: -0.522 2.620 0.389  -0.2862
C: -0.501 1.817 1.683  -0.1343
C: 0.029 2.708 2.887  -0.0193
C: -2.170 3.957 3.469  0.0686
H: 0.705 5.278 7.602  0.0971
H: 0.360 6.325 6.351  0.0835
H: 1.814 5.450 6.291  0.0804
H: -0.983 4.165 5.940  0.1011
H: 0.478 3.267 5.792  0.1068
H: 1.149 4.767 3.845  0.1198
H: -0.056 5.875 4.175  0.1385
H: 0.415 5.080 1.473  0.1102
H: -1.177 5.685 1.866  0.1557
H: -1.088 4.480 -0.424  0.1097
H: -2.294 3.822 0.704  0.0624
H: 0.523 2.764 0.113  0.0696
H: -0.974 2.060 -0.429  0.0675
H: 0.000 0.850 1.734  0.1188
H: -1.521 1.445 1.782  -0.0147
H: 1.114 2.818 2.874  0.1084
H: -0.207 2.213 3.828  0.1354
H: -2.237 3.509 4.461  0.1136
H: -2.697 3.228 2.854  0.0402
H: -2.631 4.944 3.454  0.1377
C: -3.139 1.426 2.003  -0.0582
C: -3.446 2.272 0.748  -0.0964
C: -3.119 1.458 -0.567  -0.0573
N: -3.722 1.907 -1.906  -0.1596
C: -3.232 1.005 -3.076  -0.0607
C: -3.898 -0.361 -3.081  -0.1923
C: -5.406 -0.250 -3.201  -0.1417
C: -5.905 0.577 -2.083  -0.1659
C: -5.267 1.907 -1.927  -0.0716
C: -3.101 3.318 -2.219  0.0694
H: -3.237 1.974 2.940  0.0829
H: -2.132 1.069 2.220  0.0446
H: -3.736 0.516 2.068  0.1161
H: -2.884 3.206 0.739  0.0117
H: -4.489 2.586 0.714  0.1343
H: -3.355 0.406 -0.402  0.1245
H: -2.047 1.450 -0.761  0.0809
H: -2.145 0.919 -3.057  0.0938
H: -3.526 1.459 -4.023  0.1566
H: -3.571 -0.896 -2.190  0.0667
H: -3.330 -0.907 -3.834  0.0958
H: -5.769 -1.274 -3.101  0.1344
H: -5.692 0.058 -4.206  0.1461
H: -5.729 0.030 -1.157  0.1250
H: -6.980 0.751 -2.127  0.1546
H: -5.547 2.459 -1.029  0.1350
H: -5.462 2.461 -2.845  0.1499
H: -3.441 3.686 -3.187  0.1347
H: -2.018 3.215 -2.155  0.0093
H: -3.389 4.065 -1.478  0.1317
C: -2.920 -2.849 -0.201  -0.1796
C: -3.651 -4.188 -0.028  -0.1403
C: -3.532 -4.587 1.436  -0.1294
N: -4.035 -5.956 1.877  -0.2314
C: -5.564 -5.980 1.534  -0.0314
C: -6.350 -7.220 2.252  -0.1078
C: -6.127 -7.204 3.786  -0.1353
C: -4.598 -7.030 4.258  -0.1413
C: -3.741 -6.102 3.439  -0.1284
C: -3.271 -7.224 1.454  0.0396
H: -2.564 -2.814 -1.231  -0.0451
H: -2.016 -2.656 0.377  0.0226
H: -3.546 -1.961 -0.122  0.1240
H: -3.148 -4.937 -0.638  0.1201
H: -4.686 -4.070 -0.350  0.1293
H: -3.982 -3.869 2.122  0.1387
H: -2.531 -4.833 1.790  0.1077
H: -5.816 -4.979 1.885  0.1232
H: -5.747 -5.955 0.460  0.1223
H: -7.424 -7.257 2.067  0.1258
H: -5.940 -8.179 1.938  0.1038
H: -6.529 -6.253 4.138  0.1079
H: -6.621 -8.026 4.302  0.1297
H: -4.644 -6.663 5.283  0.1294
H: -4.074 -7.986 4.258  0.1139
H: -4.019 -5.136 3.862  0.1194
H: -2.670 -6.089 3.644  0.1288
H: -3.790 -8.135 1.751  0.1127
H: -2.244 -7.196 1.819  0.1035
H: -3.303 -7.190 0.365  0.1029
C: 3.963 6.940 0.635  -0.0452
C: 2.655 6.247 0.134  -0.1906
C: 2.885 5.136 -0.955  -0.0781
N: 1.654 4.675 -1.865  -0.1538
C: 0.531 4.143 -0.925  -0.1444
C: -0.458 3.322 -1.594  -0.2425
C: 0.106 2.165 -2.388  -0.2224
C: 1.100 2.736 -3.434  -0.1347
C: 2.257 3.527 -2.815  -0.0102
C: 1.066 5.827 -2.691  0.0576
H: 4.385 6.496 1.537  0.0728
H: 3.869 8.021 0.744  0.0977
H: 4.707 6.753 -0.139  0.0769
H: 1.991 6.955 -0.361  0.1084
H: 2.129 5.858 1.006  0.0726
H: 3.393 4.254 -0.565  0.0927
H: 3.619 5.511 -1.668  0.1316
H: 1.081 3.477 -0.259  0.0975
H: 0.163 5.026 -0.403  0.1231
H: -1.094 2.865 -0.835  0.0018
H: -1.284 3.878 -2.038  0.0982
H: 0.625 1.524 -1.675  -0.0040
H: -0.699 1.577 -2.830  0.0994
H: 1.574 1.893 -3.937  -0.0402
H: 0.567 3.209 -4.259  0.1515
H: 2.782 2.830 -2.162  0.0951
H: 2.845 3.981 -3.613  0.1592
H: 0.373 5.439 -3.438  0.1047
H: 1.853 6.317 -3.265  0.1245
H: 0.470 6.455 -2.029  0.1110
C: -2.864 -2.928 -2.652  -0.1338
C: -1.404 -2.863 -3.124  -0.1177
C: -0.983 -1.422 -3.392  -0.1097
N: 0.488 -1.156 -3.858  -0.1601
C: 0.593 0.331 -4.289  -0.0308
C: 2.085 0.674 -4.504  -0.1036
C: 3.020 0.436 -3.311  -0.1695
C: 2.771 -0.981 -2.772  -0.1346
C: 1.328 -1.421 -2.580  -0.0583
C: 0.704 -2.013 -5.068  0.0476
H: -3.294 -3.821 -2.199  0.1007
H: -3.485 -2.658 -3.507  0.1150
H: -3.135 -2.172 -1.915  0.0185
H: -1.302 -3.397 -4.069  0.1241
H: -0.771 -3.357 -2.387  0.1146
H: -1.190 -0.790 -2.528  0.0961
H: -1.619 -0.966 -4.151  0.1240
H: 0.166 0.829 -3.418  0.0609
H: -0.034 0.508 -5.163  0.1704
H: 2.051 1.731 -4.767  0.1177
H: 2.484 0.259 -5.429  0.1537
H: 2.698 1.146 -2.550  0.0877
H: 4.069 0.625 -3.536  0.2173
H: 3.235 -1.103 -1.794  -0.0260
H: 3.142 -1.743 -3.457  0.1700
H: 0.868 -0.896 -1.743  0.0788
H: 1.253 -2.470 -2.292  0.1186
H: 1.741 -1.943 -5.396  0.1127
H: 0.030 -1.573 -5.802  0.1271
H: 0.496 -3.074 -4.928  0.1104
C: 6.242 -5.416 -1.130  -0.0638
C: 5.194 -4.439 -0.612  -0.2595
C: 3.918 -5.045 -0.123  -0.0945
N: 2.998 -4.047 0.661  -0.1939
C: 2.458 -2.925 -0.286  -0.0575
C: 1.354 -2.089 0.386  -0.1614
C: 0.134 -2.923 0.803  -0.1918
C: 0.621 -4.020 1.799  -0.0873
C: 1.773 -4.881 1.136  -0.0405
C: 3.725 -3.364 1.816  0.0322
H: 6.579 -6.044 -0.305  0.0921
H: 7.193 -4.985 -1.442  0.1003
H: 5.811 -6.085 -1.874  0.0940
H: 5.023 -3.754 -1.442  0.1060
H: 5.734 -3.853 0.132  0.1124
H: 4.238 -5.806 0.588  0.1467
H: 3.348 -5.564 -0.894  0.1488
H: 2.089 -3.405 -1.192  0.1292
H: 3.273 -2.333 -0.702  0.1068
H: 0.946 -1.338 -0.291  0.0653
H: 1.741 -1.508 1.223  0.1088
H: -0.353 -3.332 -0.082  0.1126
H: -0.515 -2.166 1.241  0.1130
H: -0.209 -4.693 2.014  0.1004
H: 0.845 -3.558 2.761  0.1195
H: 1.322 -5.227 0.206  0.1347
H: 2.126 -5.674 1.795  0.1485
H: 3.032 -2.890 2.511  0.1029
H: 4.390 -2.635 1.354  0.0728
H: 4.244 -4.109 2.419  0.1359

Calculated values
- Charge: +6
- HOMO: -20.1 eV
- E_tot: -82111.3597 eV
- 2S+1: 1
- F_max: 0.3366 Eh/bohr
- Energy above the lowest of the compared OMol25 structures with the same formula, charge and spin: 63.8141 eV